Entry 1:
87
Properties=species:S:1:pos:R:3:forces:R:3:lowdin_charge:R:1 method="wB97M-V/def2-TZVPD" e_lumo_ev="0.23 / 0.05" spin_multiplicity=3 total_energy_ha=-2786.3557 orbital_gap_ev="6.20 / 7.26" s_squared=2.02 total_charge=0 fmax_ev_per_a=4.0
O -0.686 -1.014 -1.693 0.1 -1.1 -0.4 -0.200
O 0.862 1.242 -4.059 0.1 0.1 0.0 -0.208
C 0.140 -2.199 -2.179 -0.5 0.9 0.2 -0.137
C -0.632 -3.471 -1.960 0.2 -0.3 -0.1 -0.047
H 1.088 -2.133 -1.636 -0.4 0.1 0.1 0.107
H 0.344 -1.956 -3.223 0.0 -0.2 0.2 0.114
H -0.836 -3.654 -0.900 0.1 0.1 -0.2 0.082
H -0.025 -4.305 -2.322 0.0 0.0 0.0 0.097
H -1.564 -3.478 -2.531 0.1 0.0 0.1 0.080
C -1.859 -0.589 -2.528 0.0 -0.2 0.8 -0.132
C -1.609 -0.896 -3.975 -0.1 -0.1 -0.5 -0.068
H -1.945 0.492 -2.355 0.1 -0.4 0.1 0.123
H -2.743 -1.108 -2.127 0.3 0.2 -0.1 0.121
H -0.694 -0.414 -4.325 -0.1 0.0 0.1 0.071
H -2.430 -0.498 -4.586 0.1 0.0 0.3 0.102
H -1.572 -1.978 -4.157 0.0 0.3 -0.1 0.080
C 0.473 2.564 -3.697 -0.1 -0.2 0.2 -0.265
C 2.217 1.028 -4.445 -0.2 -0.2 0.0 -0.272
C -0.788 2.954 -4.447 0.0 0.2 -0.2 -0.069
H 1.279 3.290 -3.894 -0.1 -0.3 0.0 0.124
H 0.271 2.547 -2.614 0.2 0.2 -0.2 0.106
H -0.601 2.979 -5.530 -0.1 -0.1 0.3 0.080
H -1.107 3.958 -4.143 0.0 -0.2 0.0 0.080
H -1.609 2.252 -4.244 0.2 0.1 -0.1 0.063
C 2.354 1.012 -5.960 0.1 0.2 0.0 -0.074
H 2.481 0.045 -4.029 0.1 0.3 0.0 0.109
H 2.883 1.788 -4.007 -0.2 -0.2 0.0 0.120
H 1.626 0.330 -6.419 0.2 0.1 0.1 0.078
H 3.362 0.693 -6.242 -0.1 0.0 0.0 0.076
H 2.197 2.022 -6.359 0.0 -0.2 0.0 0.077
H -0.815 -1.063 -0.597 -1.3 -0.2 -1.8 0.096
Ti -0.207 -0.502 1.266 2.8 1.7 2.3 0.722
C 0.976 0.468 -0.188 0.0 0.1 -0.3 -0.331
Si 2.752 0.652 0.372 -0.8 0.0 0.1 0.388
H 1.074 -0.022 -1.165 0.2 0.4 0.2 -0.006
H 0.517 1.457 -0.379 0.3 -0.1 -0.2 -0.009
C 3.889 -0.504 -0.562 0.2 -0.1 -0.1 -0.176
C 3.056 0.391 2.197 0.4 0.1 0.1 -0.178
C 3.234 2.407 -0.052 0.3 0.1 0.0 -0.184
C -2.020 -1.292 0.878 -1.1 -0.7 -1.2 -0.346
Si -3.159 0.184 1.001 -0.6 -0.6 0.3 0.400
H -1.916 -1.715 1.912 0.2 0.1 -0.5 0.043
H -2.398 -2.119 0.253 -0.2 0.3 0.3 0.028
C -4.687 -0.237 -0.006 -0.3 0.1 -0.1 -0.187
C -2.448 1.801 0.373 0.1 0.5 -0.1 -0.173
C -3.691 0.459 2.778 0.0 -0.2 0.0 -0.168
H 2.738 2.740 -0.973 0.2 0.0 0.2 0.016
H 4.322 2.453 -0.186 -0.1 0.3 0.0 0.028
H 2.939 3.070 0.771 0.1 0.0 -0.2 0.033
H 3.786 -1.552 -0.257 0.0 0.1 0.0 0.023
H 4.914 -0.180 -0.329 -0.1 -0.2 -0.1 0.034
H 3.756 -0.443 -1.650 0.0 0.0 0.1 0.016
H 2.881 -0.640 2.532 0.0 0.3 -0.1 0.028
H 2.453 1.076 2.809 0.2 -0.2 -0.1 0.025
H 4.123 0.635 2.342 -0.3 -0.1 0.2 0.038
H -2.923 2.032 -0.593 0.2 0.1 0.2 0.030
H -1.360 1.880 0.237 -0.3 -0.1 0.1 -0.004
H -2.748 2.581 1.089 0.1 -0.1 -0.3 0.041
H -4.561 1.129 2.791 0.2 -0.1 0.1 0.036
H -2.897 0.898 3.397 -0.2 -0.1 -0.1 0.022
H -3.986 -0.505 3.221 0.0 0.3 0.0 0.043
H -5.553 0.310 0.396 0.1 -0.1 -0.3 0.033
H -4.894 -1.314 0.070 0.0 0.3 0.0 0.035
H -4.567 0.027 -1.066 -0.1 -0.1 0.2 0.016
C -0.655 2.998 5.991 -0.1 0.1 0.0 -0.111
C -0.762 3.268 4.619 0.3 -0.3 0.0 -0.098
C -0.456 2.281 3.674 0.0 -0.3 0.7 -0.049
C -0.112 0.996 4.141 -0.4 -0.5 0.0 -0.292
C 0.076 0.741 5.508 -0.2 0.5 0.4 -0.033
C -0.214 1.743 6.430 0.1 0.1 -0.4 -0.089
N -0.036 -0.086 3.256 0.3 -0.4 -0.1 -0.135
N 0.002 -1.296 3.864 0.4 0.2 0.0 0.038
C 0.512 -2.341 3.102 -0.3 -0.4 -0.8 -0.327
C 0.650 -3.595 3.736 -0.2 0.4 -0.2 -0.038
C 1.061 -4.686 2.987 0.1 0.0 -0.1 -0.107
C 1.432 -4.531 1.643 0.2 -0.1 -0.1 -0.107
C 1.374 -3.274 1.024 -0.2 -0.4 0.6 -0.137
C 0.817 -2.198 1.702 0.4 -0.3 0.7 -0.202
H -0.905 3.775 6.719 0.1 -0.3 -0.3 0.095
H -1.083 4.251 4.279 0.1 -0.1 0.1 0.097
H -0.497 2.469 2.598 -0.2 0.0 0.3 0.098
H 0.411 -0.252 5.816 -0.2 0.5 -0.1 0.101
H -0.087 1.535 7.492 -0.1 0.1 -0.2 0.099
H 0.387 -3.653 4.790 0.1 -0.2 -0.2 0.106
H 1.104 -5.670 3.451 0.1 0.2 -0.1 0.096
H 1.763 -5.397 1.070 0.0 0.1 0.2 0.091
H 1.759 -3.140 0.009 -0.2 -0.2 0.2 0.073

***

Entry 2:
91
Properties=species:S:1:pos:R:3:forces:R:3:lowdin_charge:R:1 method="wB97M-V/def2-TZVPD" e_lumo_ev=-0.70 total_energy_ha=-1884.5819 orbital_gap_ev=8.71 smiles="CCCCCC[C@]1(CCCCOC)OC(=O)O[C@@]1(CCN(CC)C(C)=O)ON=O.C1CCOC1.C1CCOC1" e_above_lowest_kcal_mol=27.1 total_charge=0 fmax_ev_per_a=6.6
C -2.815 -2.527 -5.198 0.3 0.1 0.3 -0.106
C -1.422 -2.691 -4.547 -0.3 0.7 -0.6 -0.260
C -0.943 -1.376 -3.869 0.0 -1.3 -0.3 -0.207
C 0.433 -1.643 -3.221 0.2 0.0 0.1 -0.193
C 0.386 -2.002 -1.723 -0.7 -0.2 -0.4 -0.165
C -0.317 -0.994 -0.793 -0.4 0.3 -0.1 -0.093
C 0.340 0.400 -0.681 0.5 0.3 -1.2 -0.269
C 0.060 1.427 -1.805 -1.2 -0.6 -0.1 -0.086
C -1.435 1.760 -2.048 0.7 1.2 0.0 -0.173
C -1.586 2.269 -3.503 -0.5 -0.5 0.7 -0.156
C -2.983 2.847 -3.827 1.0 -0.4 -0.6 -0.212
O -3.793 1.831 -4.416 -0.4 0.3 0.4 -0.198
C -4.644 1.198 -3.471 0.4 0.0 -0.1 -0.108
O 1.759 0.134 -0.878 0.3 -0.6 0.9 0.068
C 2.475 0.528 0.220 -5.8 1.9 -2.4 -0.587
O 3.505 0.160 0.511 5.2 -1.6 1.5 0.248
O 1.713 1.472 0.812 0.5 0.2 1.2 0.090
C 0.287 1.132 0.711 3.2 0.6 0.8 -0.323
C 0.077 0.293 1.974 -1.8 -0.8 -0.4 -0.047
C -1.405 -0.179 2.197 1.1 0.4 -0.3 -0.156
N -1.355 -1.299 3.143 -1.6 1.2 -1.1 -0.080
C -1.543 -2.625 2.508 0.9 -1.0 1.3 -0.190
C -0.265 -3.475 2.736 0.0 -0.3 -0.5 -0.071
C -2.185 -1.126 4.292 -0.9 0.4 -1.4 -0.502
C -3.542 -0.427 4.257 0.5 1.0 -0.4 0.006
O -1.821 -1.582 5.312 0.9 -1.3 2.5 0.132
O -0.286 2.426 0.687 -1.0 -1.3 -0.9 -0.035
N -0.703 2.844 1.975 -0.6 0.0 0.4 0.027
O -1.789 3.255 1.907 0.2 0.5 0.2 0.112
H -2.736 -2.038 -6.176 0.0 0.0 0.2 0.073
H -3.423 -1.879 -4.551 -0.1 -0.2 -0.2 0.060
H -3.328 -3.480 -5.359 0.1 0.1 0.1 0.066
H -0.706 -2.881 -5.357 0.0 -0.4 0.3 0.105
H -1.421 -3.521 -3.831 0.1 0.1 -0.1 0.105
H -0.884 -0.632 -4.670 0.0 0.1 0.3 0.107
H -1.732 -1.107 -3.156 0.3 0.4 0.0 0.093
H 1.167 -0.851 -3.406 -0.3 0.1 0.1 0.102
H 0.847 -2.526 -3.731 0.0 0.2 0.1 0.107
H -0.204 -2.932 -1.652 0.1 0.2 0.1 0.115
H 1.382 -2.278 -1.369 -0.1 0.3 0.0 0.117
H -1.351 -0.831 -1.127 0.2 -0.2 0.0 0.103
H -0.416 -1.491 0.177 0.3 0.3 0.0 0.084
H 0.459 1.059 -2.755 0.1 -0.3 0.3 0.114
H 0.632 2.339 -1.595 -0.2 -0.1 0.1 0.121
H -2.122 0.946 -1.799 0.2 0.0 -0.2 0.089
H -1.693 2.596 -1.381 -0.1 -0.3 -0.1 0.105
H -1.435 1.411 -4.168 0.0 0.3 -0.1 0.095
H -0.773 2.982 -3.693 -0.3 0.1 0.0 0.119
H -3.455 3.282 -2.936 0.0 0.0 -0.2 0.118
H -2.846 3.625 -4.587 -0.3 -0.1 0.1 0.120
H -4.064 0.578 -2.768 -0.2 0.1 -0.1 0.071
H -5.321 0.541 -4.023 0.0 0.2 0.1 0.088
H -5.196 1.964 -2.909 -0.1 -0.3 0.0 0.088
H 0.395 0.791 2.892 0.2 0.2 -0.4 0.135
H 0.691 -0.612 1.888 0.0 0.2 -0.1 0.138
H -1.945 0.696 2.570 -0.1 -0.4 0.2 0.092
H -1.882 -0.447 1.244 0.1 0.0 0.2 0.114
H -2.354 -3.154 3.029 0.0 0.2 -0.2 0.118
H -1.815 -2.569 1.450 0.0 0.3 0.2 0.104
H 0.343 -3.070 3.546 -0.2 0.1 -0.1 0.065
H -0.503 -4.515 2.995 -0.1 0.2 -0.1 0.072
H 0.383 -3.516 1.850 -0.1 0.1 0.1 0.067
H -4.174 -0.702 3.407 0.1 -0.1 0.2 0.088
H -3.352 0.655 4.168 -0.2 -0.2 -0.1 0.078
H -4.026 -0.554 5.223 0.0 -0.3 -0.2 0.084
C 4.084 -5.236 4.825 0.1 -0.2 -0.1 -0.173
C 4.932 -3.980 4.692 0.0 0.1 0.2 -0.173
C 4.283 -3.290 3.502 0.0 0.0 -0.2 -0.199
O 2.897 -3.651 3.525 0.2 -0.1 0.1 -0.162
C 2.702 -4.718 4.461 -0.1 0.2 0.1 -0.213
H 4.120 -5.688 5.816 0.0 0.0 0.0 0.112
H 4.409 -5.983 4.097 0.0 0.0 0.0 0.114
H 4.825 -3.362 5.588 0.0 0.0 0.0 0.114
H 5.993 -4.178 4.541 0.0 0.0 0.0 0.112
H 4.710 -3.641 2.557 0.1 0.0 0.0 0.118
H 4.376 -2.204 3.542 -0.1 0.0 0.0 0.118
H 2.186 -4.310 5.337 0.0 -0.1 0.0 0.120
H 2.068 -5.485 4.012 0.0 0.1 -0.1 0.115
C 2.350 4.899 -0.041 0.1 -0.2 -0.1 -0.174
C 3.179 6.168 -0.178 0.0 0.1 0.1 -0.170
C 2.565 6.811 -1.412 0.0 -0.1 -0.2 -0.205
O 1.188 6.422 -1.434 0.1 -0.1 0.1 -0.137
C 0.976 5.380 -0.477 -0.1 0.1 0.1 -0.209
H 2.355 4.475 0.962 0.0 0.0 0.0 0.113
H 2.719 4.137 -0.734 0.0 0.0 0.0 0.115
H 3.024 6.809 0.694 0.0 0.0 0.0 0.114
H 4.248 5.987 -0.280 0.0 0.0 0.0 0.113
H 3.037 6.441 -2.329 0.1 0.0 0.0 0.116
H 2.636 7.899 -1.400 -0.1 0.0 0.0 0.116
H 0.417 5.803 0.366 0.0 -0.1 0.0 0.119
H 0.376 4.587 -0.927 0.0 0.1 0.0 0.097